[1]
{
  "formula": "C3H9N2O",
  "method": "ωB97M-V with the def2-TZVPD basis set",
  "symbols": ["C", "C", "N", "C", "N", "O", "H", "H", "H", "H", "H", "H", "H", "H", "H"],
  "positions_angstrom": [[-0.6516, 0.0037, 1.4799], [0.2674, 0.2756, 0.2644], [1.5908, -0.5292, 0.2834], [-0.3031, -0.0955, -1.1718], [-1.3107, 0.5216, -1.5845], [0.3332, -0.9340, -1.7681], [-0.7926, -1.0013, 1.5370], [-1.6489, 0.5257, 1.5170], [-0.2152, 0.4267, 2.4575], [0.4118, 1.3117, 0.1206], [1.3529, -1.0826, -0.6785], [1.6178, -1.1682, 1.0505], [2.3970, 0.0396, 0.3237], [-1.6196, 1.4680, -1.2698], [-1.4291, 0.2380, -2.5614]],
  "forces_ev_per_a": [[0.70, 3.78, 1.06], [-0.73, -0.86, -0.38], [-3.13, 0.01, -0.81], [3.65, -0.98, 4.70], [-3.66, 2.78, -2.66], [0.72, -1.58, -1.09], [-0.62, -2.95, 0.54], [0.95, -0.53, -0.90], [-0.12, -0.92, -1.50], [1.01, 1.25, 0.45], [0.77, 0.55, 0.36], [-0.05, -0.53, 0.73], [1.13, 0.73, -0.36], [0.29, -1.52, -0.31], [-0.91, 0.75, 0.16]],
  "energy_ha": -304.2084,
  "smiles": "C[C@@H]([NH3+])C(N)=O",
  "homo_lumo_gap_ev": 12.21,
  "fmax_ev_per_a": 6.03,
  "charge": 1,
  "relative_energy_kcal_mol": 26.3,
  "e_lumo_ev": -3.26
}

=====

[2]
{
  "formula": "C3H9N2O2",
  "method": "ωB97M-V with the def2-TZVPD basis set",
  "symbols": ["N", "C", "N", "H", "H", "H", "H", "H", "O", "C", "O", "C", "H", "H", "H", "H"],
  "positions_angstrom": [[0.1421, -1.9703, 0.4676], [0.2076, -1.6983, -0.8088], [1.3114, -1.7679, -1.5133], [0.9311, -2.2932, 1.0093], [-0.7360, -1.8913, 0.9617], [-0.7030, -1.3987, -1.3147], [1.2790, -1.6070, -2.5097], [2.1588, -2.1629, -1.1332], [0.2179, 3.2858, 0.1706], [-0.2040, 2.1804, 0.3138], [0.2324, 1.1511, -0.4866], [-1.2295, 1.7377, 1.3103], [0.8561, 1.5728, -1.1028], [-0.9096, 0.8175, 1.7893], [-2.1670, 1.5366, 0.7929], [-1.3873, 2.5078, 2.0534]],
  "forces_ev_per_a": [[-0.26, -0.14, 0.10], [0.22, 0.07, 0.06], [-0.31, -0.24, -0.08], [0.07, 0.07, -0.07], [0.07, 0.01, -0.14], [0.09, 0.09, 0.07], [0.03, 0.01, 0.09], [0.10, 0.13, 0.00], [0.04, 0.06, -0.02], [-0.06, 0.11, 0.07], [0.06, -0.02, -0.11], [0.02, -0.15, -0.15], [-0.07, -0.04, 0.07], [0.04, -0.10, 0.12], [-0.05, 0.03, -0.03], [0.01, 0.11, 0.03]],
  "energy_ha": -379.4902,
  "homo_lumo_gap_ev": 10.02,
  "fmax_ev_per_a": 0.40,
  "charge": 1,
  "relative_energy_kcal_mol": 9.2,
  "e_lumo_ev": -3.77
}

=====

[3]
{
  "formula": "C3H9N2O2S",
  "method": "ωB97M-V with the def2-TZVPD basis set",
  "symbols": ["C", "N", "C", "S", "O", "O", "C", "N", "H", "H", "H", "H", "H", "H", "H", "H", "H"],
  "positions_angstrom": [[-2.7708, -0.6114, -0.2843], [-1.7945, 0.1965, 0.4602], [-0.5278, 0.4141, 0.4711], [0.6382, -1.0916, 0.1776], [-0.0166, -1.9327, -0.7568], [0.5017, -1.4682, 1.5318], [2.2540, -0.3949, -0.4887], [2.6661, 0.7729, 0.1642], [-2.3277, -0.9701, -1.2398], [-3.6941, -0.0732, -0.4289], [-2.8200, -1.3947, 0.4397], [-2.4150, 0.8677, 1.1205], [-0.0101, 1.1309, 1.0142], [2.7603, -1.3441, -0.5907], [2.0214, -0.3516, -1.6054], [3.4666, 0.7022, 0.7674], [2.7800, 1.4920, -0.5498]],
  "forces_ev_per_a": [[2.03, -1.12, -0.74], [-1.31, 4.86, 1.92], [-0.46, -3.29, -1.34], [-2.08, 1.68, -1.30], [0.33, -0.53, -1.38], [1.24, -0.08, 1.97], [-1.72, -1.40, -1.75], [-0.18, 0.15, -1.04], [-0.42, 0.19, 0.81], [-0.03, 0.23, 0.15], [-1.08, -1.30, -0.14], [2.19, -1.57, -1.73], [0.12, 1.63, 1.32], [1.25, -0.23, 1.08], [-0.23, 0.87, 1.39], [0.18, -0.12, 0.11], [0.17, 0.05, 0.68]],
  "energy_ha": -777.5176,
  "smiles": "C/[NH+]=C\\S(=O)(=O)CN",
  "homo_lumo_gap_ev": 9.44,
  "fmax_ev_per_a": 5.38,
  "charge": 1,
  "relative_energy_kcal_mol": 80.8,
  "e_lumo_ev": -4.88
}

=====

[4]
{
  "formula": "C3H9N2O2S",
  "method": "ωB97M-V with the def2-TZVPD basis set",
  "symbols": ["C", "C", "C", "N", "N", "O", "O", "S", "H", "H", "H", "H", "H", "H", "H", "H", "H"],
  "positions_angstrom": [[-0.9488, 0.7216, -1.9177], [-2.2730, 0.1039, -1.3752], [1.4743, -0.6235, 1.6939], [0.7039, -0.9505, 0.7208], [1.8612, -1.2275, 2.8086], [-0.8937, 1.2254, -3.1109], [-0.0309, 0.8393, -1.1068], [1.9961, 1.5795, 1.6769], [-2.9288, 0.9646, -1.1906], [-2.5358, -0.4378, -2.2627], [-2.0387, -0.7149, -0.6379], [0.4522, -0.1402, -0.0688], [0.0561, -1.7347, 0.8187], [2.1408, -0.6337, 3.4877], [-0.0631, 1.6489, -3.3054], [1.8363, -2.2366, 3.1328], [1.1918, 1.6162, 0.6368]],
  "forces_ev_per_a": [[-0.57, 0.02, 3.11], [2.15, -0.37, -2.06], [0.57, 3.49, 1.06], [-0.59, 1.16, -1.30], [-1.06, -3.02, -2.14], [-1.52, -0.65, -0.39], [1.11, 0.08, -0.59], [-0.31, -3.98, 0.50], [-0.09, -0.76, 0.44], [-1.39, -0.30, -0.42], [-0.46, 1.62, -0.20], [0.10, -1.81, 1.30], [0.51, 0.02, -0.11], [1.37, 2.17, 2.56], [0.93, 0.35, 0.07], [-0.36, 1.56, -1.29], [-0.39, 0.41, -0.56]],
  "energy_ha": -777.6015,
  "homo_lumo_gap_ev": 9.14,
  "fmax_ev_per_a": 4.03,
  "charge": 1,
  "relative_energy_kcal_mol": 28.1,
  "e_lumo_ev": -4.56
}

=====

[5]
{
  "formula": "C3H9N2O3",
  "method": "ωB97M-V with the def2-TZVPD basis set",
  "symbols": ["C", "N", "C", "O", "H", "H", "H", "H", "H", "H", "H", "N", "C", "O", "O", "H", "H"],
  "positions_angstrom": [[1.0926, 0.0209, -1.8931], [1.3301, -0.6903, -0.6623], [0.4123, -1.8210, -0.5110], [0.2267, -2.1979, 0.8494], [1.3310, -0.5617, -2.8009], [1.7131, 0.9186, -1.9543], [0.0325, 0.3157, -1.9857], [1.0729, -0.0141, 0.0379], [-0.5757, -1.4454, -0.9383], [0.8327, -2.6641, -1.1142], [0.0858, -1.3248, 1.3411], [-1.4980, 2.1329, 2.0449], [-0.9245, 1.1568, 1.2010], [-0.9584, 1.3478, -0.0528], [-0.4036, 0.1520, 1.8158], [-2.0837, 2.8251, 1.6285], [-1.6859, 1.8494, 2.9940]],
  "forces_ev_per_a": [[-0.36, -0.02, -1.09], [0.66, -0.24, 0.06], [-0.81, 0.66, 0.09], [0.68, 0.47, -0.80], [0.11, -0.17, 0.37], [-0.08, -0.02, 0.19], [0.23, 0.13, 0.01], [-0.16, 0.04, 0.60], [0.61, -0.84, 0.25], [-0.57, 0.34, 0.57], [-0.31, -0.60, -0.58], [0.47, -0.32, 0.11], [0.30, -0.96, -0.78], [-0.03, 0.03, 1.73], [-0.53, 1.40, -0.29], [-0.22, 0.06, -0.19], [0.00, 0.02, -0.24]],
  "energy_ha": -455.0194,
  "homo_lumo_gap_ev": 8.81,
  "fmax_ev_per_a": 1.73,
  "charge": -1,
  "relative_energy_kcal_mol": 9.5,
  "e_lumo_ev": 4.19
}

=====

[6]
{
  "formula": "C3H9N2O3",
  "method": "ωB97M-V with the def2-TZVPD basis set",
  "symbols": ["O", "C", "N", "C", "N", "C", "O", "H", "H", "H", "H", "H", "H", "H", "H", "H", "O"],
  "positions_angstrom": [[-1.4067, 1.5935, -2.2119], [-1.2424, 0.6702, -1.4379], [-2.0045, -0.4775, -1.5502], [-0.1832, 0.5825, -0.3467], [-0.6474, -0.2020, 0.8038], [0.4123, -1.3596, 1.1382], [1.6334, -1.1533, 0.6391], [-1.9186, -1.2407, -0.8975], [-3.0017, -0.3677, -1.7138], [0.0811, 1.6084, -0.1019], [0.6849, 0.0616, -0.7740], [-0.7151, 0.3709, 1.6306], [-0.1175, -2.2241, 0.6676], [0.4540, -1.3942, 2.2365], [2.1558, -0.1088, 1.6142], [2.9391, 1.2561, 1.7795], [2.7813, 0.4239, 2.2631]],
  "forces_ev_per_a": [[0.03, 0.39, 0.26], [-0.10, -0.90, 0.28], [-1.30, -0.61, -0.27], [-0.78, -0.11, 0.05], [1.00, -0.52, 0.01], [-0.25, 0.65, -1.11], [-0.59, 0.11, 0.03], [0.73, 0.49, 0.55], [0.49, 0.43, -0.63], [0.24, 0.09, -0.02], [0.18, 0.19, 0.16], [0.14, 0.28, -0.05], [0.32, -0.15, 0.56], [-0.66, -0.29, 0.18], [1.11, -0.25, 0.07], [-0.09, -0.60, 0.38], [-0.47, 0.79, -0.45]],
  "energy_ha": -454.9725,
  "homo_lumo_gap_ev": 7.84,
  "fmax_ev_per_a": 1.46,
  "charge": -1,
  "relative_energy_kcal_mol": 39.0,
  "e_lumo_ev": 3.86
}

=====

[7]
{
  "formula": "C3H9N2P3",
  "method": "ωB97M-V with the def2-TZVPD basis set",
  "symbols": ["C", "C", "C", "N", "N", "P", "P", "P", "H", "H", "H", "H", "H", "H", "H", "H", "H"],
  "positions_angstrom": [[-3.1335, 0.8072, 0.6939], [-1.7893, 1.1416, 0.1683], [-2.4355, -0.1673, -0.2330], [1.0072, -1.4086, -0.9897], [3.1386, -0.1811, -0.3529], [1.5297, -0.5604, 0.1581], [4.3997, 0.3413, 0.6732], [-1.7883, -1.6978, 0.4904], [-3.2175, 0.5341, 1.7364], [-3.9982, 1.3262, 0.3054], [-1.6972, 1.8943, -0.6002], [-0.9460, 1.1008, 0.8405], [-2.8080, -0.2274, -1.2495], [3.3833, -0.6103, -1.2431], [5.2217, -0.8025, 0.5889], [5.1320, 0.9888, -0.3355], [-1.9985, -2.4788, -0.6510]],
  "forces_ev_per_a": [[-0.22, 0.10, 0.11], [0.10, 0.16, -0.09], [0.02, -0.27, -0.06], [-1.41, -1.32, -1.38], [-1.20, -0.53, -0.19], [1.82, 1.46, 1.44], [0.02, 0.02, 0.07], [0.49, 0.35, -0.16], [0.02, -0.06, 0.04], [0.02, 0.03, -0.06], [-0.05, 0.03, -0.06], [0.03, -0.04, 0.11], [0.03, 0.08, 0.12], [-0.03, 0.14, 0.15], [0.18, -0.11, 0.16], [0.21, 0.26, 0.01], [-0.04, -0.28, -0.21]],
  "energy_ha": -1253.1155,
  "homo_lumo_gap_ev": [9.01, 6.39],
  "fmax_ev_per_a": 2.74,
  "charge": 0,
  "relative_energy_kcal_mol": 54.7,
  "e_lumo_ev": [-0.71, -1.39]
}

=====

[8]
{
  "formula": "C3H9N2S",
  "method": "ωB97M-V with the def2-TZVPD basis set",
  "symbols": ["N", "C", "C", "N", "C", "S", "H", "H", "H", "H", "H", "H", "H", "H", "H"],
  "positions_angstrom": [[1.1342, -1.6958, -1.0570], [0.1273, -0.6187, -1.0578], [0.0773, 0.1872, 0.2190], [-0.3524, -0.5900, 1.4196], [-0.7616, 1.5105, 0.0463], [-1.1230, 2.4477, 1.5283], [1.0467, -2.1636, -0.1660], [2.0260, -1.2385, -1.0250], [-0.8532, -1.1098, -1.0935], [0.2912, 0.0159, -1.9263], [1.0763, 0.5653, 0.5104], [0.3680, -0.4941, 2.1093], [-1.1857, -0.1060, 1.7489], [-0.2185, 2.0896, -0.7120], [-1.6526, 1.2003, -0.5442]],
  "forces_ev_per_a": [[-0.36, 0.16, -0.28], [-0.41, -0.82, 0.78], [0.49, 1.76, 1.54], [-0.33, -0.42, -1.65], [0.04, -1.19, -1.27], [-0.08, 0.05, 0.16], [-0.09, -0.20, 0.23], [0.64, 0.12, 0.01], [0.03, 0.14, -0.50], [-0.14, 0.07, -0.07], [0.05, -0.19, -0.57], [-0.11, 0.19, 0.43], [0.21, 0.01, 0.44], [0.21, 0.18, 0.21], [-0.15, 0.15, 0.54]],
  "energy_ha": -627.4278,
  "smiles": "NC[C@H](N)C[S-]",
  "homo_lumo_gap_ev": 6.73,
  "fmax_ev_per_a": 2.38,
  "charge": -1,
  "relative_energy_kcal_mol": 8.0,
  "e_lumo_ev": 4.17
}